Entry 1:
{"formula": "C14H16", "method": "ωB97M-V/def2-TZVPD", "elements": ["C", "C", "C", "C", "C", "C", "C", "C", "C", "C", "C", "C", "C", "C", "H", "H", "H", "H", "H", "H", "H", "H", "H", "H", "H", "H", "H", "H", "H", "H"], "coordinates": [[-2.501, 0.550, -0.621], [1.069, -1.349, 1.030], [-1.328, -0.062, -1.334], [-0.737, 1.417, 2.893], [-1.404, -1.339, -1.883], [0.898, 0.138, -2.267], [-0.314, -1.881, -2.559], [1.455, 1.308, 1.663], [-0.142, 0.646, -1.492], [2.274, -0.740, 0.729], [0.812, -1.124, -2.825], [2.432, 0.626, 0.954], [0.107, -0.661, 1.763], [0.288, 0.685, 2.084], [-2.255, 1.524, -0.202], [-2.267, -1.975, -1.737], [3.286, 1.142, 0.538], [3.069, -1.303, 0.255], [-0.809, -1.175, 2.015], [1.663, 0.839, -2.563], [-0.298, 2.216, 3.502], [-0.414, -2.878, -2.977], [-3.344, 0.740, -1.278], [1.608, -1.463, -3.474], [1.616, 2.360, 1.888], [-0.016, 1.556, -0.926], [-2.854, -0.098, 0.185], [-1.495, 1.917, 2.287], [-1.316, 0.771, 3.555], [0.916, -2.390, 0.798]], "nbo_charge": [-0.632, -0.200, -0.003, -0.631, -0.225, -0.189, -0.202, -0.167, -0.216, -0.214, -0.236, -0.226, -0.203, -0.051, 0.212, 0.208, 0.212, 0.212, 0.207, 0.209, 0.217, 0.209, 0.221, 0.213, 0.198, 0.212, 0.215, 0.216, 0.218, 0.214], "energy_ev": -14777.57844, "fmax_ev_per_a": 0.93, "molar_mass_da": 184.282, "gap_ev": 9.66, "smiles": "Cc1ccccc1.Cc1ccccc1", "relative_energy_kcal_mol": 4.3}

---

Entry 2:
{"formula": "C14H16", "method": "ωB97M-V/def2-TZVPD", "elements": ["C", "C", "C", "C", "C", "C", "C", "C", "C", "C", "C", "C", "C", "C", "H", "H", "H", "H", "H", "H", "H", "H", "H", "H", "H", "H", "H", "H", "H", "H"], "coordinates": [[1.040, -0.986, 1.320], [-0.973, 3.236, 0.298], [0.369, 2.631, -1.678], [0.859, -1.826, 0.213], [-1.865, 1.757, -1.410], [0.351, -2.676, 2.888], [0.239, -3.068, 0.411], [-0.364, -3.947, -0.615], [0.781, -1.350, 2.629], [-0.712, 1.780, -2.121], [1.611, 2.722, -2.467], [-1.995, 2.368, -0.143], [0.227, 3.120, -0.367], [0.102, -3.441, 1.755], [-1.069, 3.878, 1.160], [1.175, -1.606, -0.787], [-0.658, 1.326, -3.102], [0.309, -3.167, 3.855], [1.592, 2.517, -3.534], [2.281, 1.909, -2.021], [2.002, 3.740, -2.218], [-2.620, 1.064, -1.782], [1.038, 3.638, 0.160], [-0.952, -4.798, -0.306], [0.425, -4.260, -1.323], [-0.997, -3.494, -1.398], [1.592, -0.082, 1.145], [-2.759, 2.083, 0.545], [1.040, -0.669, 3.430], [-0.271, -4.422, 2.077]], "lowdin_spin": [0.000, 0.055, 0.261, 0.000, 0.069, 0.000, 0.000, 0.000, 0.000, 0.080, 0.060, 0.309, 0.105, 0.000, 0.000, 0.000, 0.001, 0.000, 0.002, 0.033, 0.007, 0.001, 0.002, 0.000, 0.000, 0.000, 0.000, 0.015, 0.000, 0.000], "spin_multiplicity": 2, "energy_ev": -14767.78801, "fmax_ev_per_a": 2.96, "charge": 1, "molar_mass_da": 184.282, "gap_ev": [6.84, 3.21], "relative_energy_kcal_mol": 29.7}

---

Entry 3:
{"formula": "C14H16BrIN2O2", "method": "ωB97M-V/def2-TZVPD", "elements": ["I", "Br", "O", "O", "N", "N", "C", "C", "C", "C", "C", "C", "C", "C", "C", "C", "C", "C", "C", "C", "H", "H", "H", "H", "H", "H", "H", "H", "H", "H", "H", "H", "H", "H", "H", "H"], "coordinates": [[4.463, 0.802, 1.675], [-3.035, -2.296, -1.745], [-0.893, -2.002, -5.537], [1.057, 1.716, 4.418], [1.016, -2.112, -1.304], [-1.285, -0.877, -0.160], [-1.792, -0.262, -6.885], [-3.266, -1.981, -5.661], [2.552, 0.204, 1.054], [-0.194, -2.415, -1.662], [1.127, -1.142, -0.346], [1.418, 0.791, 1.657], [0.172, 0.419, 1.231], [-1.314, -1.772, -1.083], [1.208, 2.141, 5.542], [2.034, 3.373, 5.814], [0.577, 1.460, 6.730], [-1.883, -1.470, -5.983], [-0.010, -0.551, 0.222], [2.411, -0.741, 0.074], [-3.183, -2.846, -5.006], [-0.099, 2.148, 7.239], [-0.703, 0.875, 1.669], [1.351, 1.135, 7.427], [3.276, -1.187, -0.388], [-0.341, -3.161, -2.428], [2.428, 3.760, 4.877], [-3.781, -2.277, -6.577], [1.532, 1.518, 2.450], [1.417, 4.139, 6.285], [-2.310, 0.583, -6.430], [0.015, 0.592, 6.394], [-3.841, -1.206, -5.153], [-0.747, 0.000, -7.034], [-2.245, -0.484, -7.852], [2.866, 3.125, 6.474]], "nbo_charge": [0.147, 0.036, -0.544, -0.564, -0.330, -0.395, -0.721, -0.723, -0.135, -0.007, 0.084, -0.237, -0.192, 0.137, 0.612, -0.722, -0.721, 0.597, 0.165, -0.234, 0.237, 0.232, 0.230, 0.232, 0.238, 0.220, 0.237, 0.227, 0.266, 0.232, 0.230, 0.238, 0.231, 0.236, 0.228, 0.233], "energy_ev": -99995.73720, "fmax_ev_per_a": 1.07, "molar_mass_da": 451.102, "gap_ev": 8.46, "smiles": "Brc1cnc2cc(I)ccc2n1.CC(C)=O.CC(C)=O"}

---

Entry 4:
{"formula": "C14H16Cl2N2O3", "method": "ωB97M-V/def2-TZVPD", "elements": ["Cl", "Cl", "O", "O", "O", "N", "N", "C", "C", "C", "C", "C", "C", "C", "C", "C", "C", "C", "C", "C", "C", "H", "H", "H", "H", "H", "H", "H", "H", "H", "H", "H", "H", "H", "H", "H", "H"], "coordinates": [[0.104, 4.124, -1.643], [-2.256, 4.462, 0.397], [0.605, -1.401, 2.413], [1.486, -1.253, -1.703], [-1.940, -4.468, -0.862], [1.594, 0.020, 0.927], [0.262, -2.734, -0.542], [-1.286, 2.243, 1.590], [-0.398, 1.195, 1.735], [2.681, -2.566, -0.112], [0.653, 1.046, 0.833], [0.796, 1.958, -0.210], [-1.143, 3.156, 0.557], [1.425, -2.141, -0.868], [1.495, -1.140, 1.635], [-0.095, 3.007, -0.348], [2.643, -2.106, 1.362], [-0.976, -2.261, -1.135], [0.044, -3.814, 0.393], [-1.706, -3.433, -1.791], [-0.733, -4.934, -0.314], [-1.107, -3.814, -2.633], [-2.685, -3.121, -2.156], [2.822, -3.645, -0.176], [2.318, 0.066, 0.222], [-1.601, -1.833, -0.344], [0.984, -4.210, 0.768], [-2.100, 2.361, 2.287], [-0.732, -1.492, -1.868], [1.593, 1.842, -0.928], [-0.518, 0.489, 2.539], [2.510, -2.953, 2.035], [-1.000, -5.718, 0.397], [-0.543, -3.435, 1.238], [3.515, -2.097, -0.636], [-0.102, -5.365, -1.109], [3.582, -1.615, 1.625]], "nbo_charge": [0.034, 0.027, -0.612, -0.656, -0.518, -0.628, -0.442, -0.195, -0.263, -0.505, 0.242, -0.273, -0.093, 0.692, 0.688, -0.041, -0.491, -0.261, -0.247, -0.076, -0.074, 0.166, 0.201, 0.231, 0.411, 0.203, 0.211, 0.232, 0.254, 0.233, 0.260, 0.235, 0.200, 0.221, 0.239, 0.160, 0.234], "energy_ev": -48946.16118, "fmax_ev_per_a": 0.56, "molar_mass_da": 331.199, "gap_ev": 9.16, "smiles": "O=C(CCC(=O)N1CCOCC1)Nc1ccc(Cl)c(Cl)c1", "relative_energy_kcal_mol": 0.0}

---

Entry 5:
{"formula": "C14H16ClN3O3S2", "method": "ωB97M-V/def2-TZVPD", "elements": ["Cl", "S", "S", "O", "O", "O", "N", "N", "N", "C", "C", "C", "C", "C", "C", "C", "C", "C", "C", "C", "C", "C", "C", "H", "H", "H", "H", "H", "H", "H", "H", "H", "H", "H", "H", "H", "H", "H", "H"], "coordinates": [[4.295, -1.022, 1.561], [1.310, 2.402, 0.697], [-1.651, -1.758, -0.281], [-3.499, 2.212, 1.663], [-2.032, -3.084, 0.113], [-1.705, -1.422, -1.673], [-2.510, -0.651, 0.628], [-0.317, 1.236, -0.907], [-1.371, 2.173, 0.999], [1.055, -2.015, -0.518], [1.936, 1.665, -0.753], [-2.670, 1.727, 0.930], [0.917, 1.104, -1.464], [0.320, -0.920, 1.491], [2.374, -1.873, -0.124], [1.636, -0.767, 1.894], [-0.297, 1.877, 0.202], [1.032, 0.396, -2.768], [2.654, -1.237, 1.077], [0.040, -1.525, 0.283], [3.385, 1.696, -1.084], [-3.360, -1.161, 1.680], [-2.954, 0.567, -0.011], [0.174, -0.263, -2.875], [0.797, -2.496, -1.447], [-4.395, -1.273, 1.339], [3.177, -2.248, -0.738], [-4.035, 0.540, -0.201], [1.874, -0.281, 2.828], [1.955, -0.176, -2.817], [-2.404, 0.668, -0.946], [3.766, 0.682, -1.208], [-1.209, 2.872, 1.717], [-3.344, -0.480, 2.533], [3.946, 2.184, -0.293], [-2.979, -2.136, 1.971], [-0.488, -0.560, 2.108], [3.552, 2.236, -2.016], [1.025, 1.113, -3.588]], "nbo_charge": [0.017, 0.352, 2.333, -0.575, -0.931, -0.934, -0.690, -0.504, -0.637, -0.128, -0.208, 0.685, 0.143, -0.190, -0.251, -0.218, 0.264, -0.652, -0.034, -0.324, -0.645, -0.417, -0.341, 0.255, 0.235, 0.196, 0.233, 0.214, 0.234, 0.215, 0.294, 0.227, 0.420, 0.207, 0.227, 0.240, 0.236, 0.227, 0.226], "energy_ev": -59583.62708, "fmax_ev_per_a": 1.37, "molar_mass_da": 373.887, "gap_ev": 8.75, "smiles": "Cc1nc(NC(=O)CN(C)S(=O)(=O)c2ccc(Cl)cc2)sc1C", "relative_energy_kcal_mol": 0.0}

---

Entry 6:
{"formula": "C14H16CrN2O5", "method": "ωB97M-V/def2-TZVPD", "elements": ["Cr", "O", "O", "O", "O", "O", "N", "N", "C", "C", "C", "C", "C", "C", "C", "C", "C", "C", "C", "C", "C", "C", "H", "H", "H", "H", "H", "H", "H", "H", "H", "H", "H", "H", "H", "H", "H", "H"], "coordinates": [[0.300, 0.276, -3.397], [0.227, -2.783, -3.563], [-2.744, 0.194, -3.192], [-0.026, 3.202, -4.227], [-0.670, -2.105, 0.760], [3.155, 0.142, -4.401], [-0.412, -0.653, 2.508], [0.774, 0.629, -1.644], [0.061, 2.074, -3.983], [0.242, -1.620, -3.572], [2.132, 1.615, -0.298], [-0.973, -1.652, 3.425], [1.497, 0.784, 0.610], [0.057, -0.255, -0.961], [0.498, 1.007, 4.123], [-1.601, 0.229, -3.381], [1.749, 1.519, -1.610], [2.015, 0.147, -4.150], [-2.447, -2.012, 3.163], [0.433, -0.103, 0.353], [-0.264, -1.047, 1.219], [-0.480, 0.760, 2.994], [2.155, 2.027, -2.504], [-0.362, -2.574, 3.328], [-1.505, 0.948, 3.338], [-0.727, -0.921, -1.409], [0.519, 2.081, 4.345], [-2.796, -2.663, 3.979], [-2.520, -2.561, 2.212], [2.898, 2.339, -0.072], [-0.843, -1.202, 4.425], [-0.242, -0.442, -7.052], [0.199, 0.472, 5.035], [-0.265, 0.343, -7.170], [1.515, 0.690, 3.847], [-3.061, -1.096, 3.137], [1.789, 0.812, 1.643], [-0.275, 1.397, 2.138]], "lowdin_spin": [2.669, 0.061, 0.057, 0.067, 0.005, 0.073, -0.025, -0.062, 0.026, 0.023, -0.005, -0.001, 0.036, 0.026, 0.001, 0.024, 0.016, 0.027, -0.004, -0.014, -0.005, -0.001, 0.002, 0.000, -0.002, 0.003, 0.000, -0.002, 0.001, -0.002, 0.001, 0.002, 0.000, 0.002, 0.000, 0.000, 0.001, 0.001], "spin_multiplicity": 4, "energy_ev": -56378.29713, "fmax_ev_per_a": 9.75, "charge": 3, "molar_mass_da": 344.287, "gap_ev": [2.85, 2.35]}

---

Entry 7:
{"formula": "C14H16F5LiN2O3S", "method": "ωB97M-V/def2-TZVPD", "elements": ["S", "F", "F", "F", "F", "F", "O", "O", "O", "N", "N", "C", "C", "C", "C", "C", "C", "C", "C", "C", "C", "C", "C", "C", "C", "Li", "H", "H", "H", "H", "H", "H", "H", "H", "H", "H", "H", "H", "H", "H", "H", "H"], "coordinates": [[-2.639, -0.409, -1.465], [-2.986, 0.699, -4.287], [-1.658, 1.950, 0.042], [-3.471, 5.142, -2.811], [-2.107, 4.507, -0.585], [-3.306, 3.309, -5.049], [1.051, -0.723, 1.029], [0.648, 0.248, -1.174], [-1.243, -0.622, 1.999], [-0.826, -2.003, 3.727], [2.755, 0.019, -1.956], [2.361, 0.700, -3.162], [4.188, -0.339, -1.820], [-2.968, 3.902, -2.690], [-0.006, -3.021, 4.418], [-2.176, -1.738, 4.253], [1.804, -0.163, -1.030], [-2.239, 2.240, -1.139], [2.178, -0.904, 0.219], [-2.996, 2.965, -3.726], [-2.838, 1.621, -3.311], [1.010, -1.435, 2.239], [-0.429, -1.307, 2.627], [-2.421, 3.586, -1.467], [-2.552, 1.198, -1.983], [-0.795, 0.049, 0.128], [4.490, -0.655, -0.803], [2.471, -1.952, 0.066], [0.976, -2.698, 4.356], [2.226, 1.777, -2.946], [4.646, 0.617, -2.201], [3.074, 0.454, -4.019], [-0.120, -4.004, 3.935], [1.422, 0.242, -3.490], [-2.228, -1.223, 5.227], [-2.802, -2.722, 4.369], [3.060, -0.528, 0.774], [-2.637, -1.034, 3.548], [-0.262, -3.131, 5.431], [4.461, -1.069, -2.591], [1.601, -1.017, 3.082], [1.282, -2.529, 2.233]], "nbo_charge": [-0.438, -0.309, -0.336, -0.304, -0.291, -0.311, -0.520, -0.655, -0.648, -0.415, -0.402, -0.429, -0.415, 0.237, -0.402, -0.434, 0.651, 0.287, -0.155, 0.266, 0.310, -0.165, 0.663, 0.261, -0.283, 0.851, 0.215, 0.200, 0.194, 0.220, 0.216, 0.209, 0.202, 0.246, 0.202, 0.202, 0.189, 0.262, 0.219, 0.209, 0.200, 0.202], "energy_ev": -48527.47646, "fmax_ev_per_a": 2.57, "molar_mass_da": 394.291, "gap_ev": 6.08, "relative_energy_kcal_mol": 15.6}

---

Entry 8:
{"formula": "C14H16F6NO11", "method": "ωB97M-V/def2-TZVPD", "elements": ["F", "F", "F", "F", "F", "F", "O", "O", "O", "O", "O", "O", "O", "O", "O", "O", "O", "N", "C", "C", "C", "C", "C", "C", "C", "C", "C", "C", "C", "C", "C", "C", "H", "H", "H", "H", "H", "H", "H", "H", "H", "H", "H", "H", "H", "H", "H", "H"], "coordinates": [[5.784, -0.929, 2.210], [5.650, -0.004, -0.271], [3.475, 0.815, 1.134], [3.803, 0.126, 3.192], [3.883, -1.267, -0.718], [4.282, -2.504, 1.811], [-3.959, -0.897, 1.826], [-2.961, 2.246, -3.111], [6.127, -2.421, -1.775], [-1.562, 0.720, -2.237], [-3.869, -0.995, -0.384], [0.137, 0.809, 0.476], [-2.222, -1.913, 0.841], [1.303, -0.549, 2.800], [-0.122, 2.923, 1.120], [6.664, -2.936, 0.341], [-2.751, 2.092, -0.909], [1.688, -1.936, 1.002], [-2.355, 1.602, -2.103], [-5.183, -0.505, -0.074], [3.541, -0.268, 1.946], [-3.493, 3.303, -1.141], [0.804, -0.019, -0.470], [0.656, -1.450, -0.035], [5.074, -1.183, -0.002], [2.100, -0.885, 2.011], [6.024, -2.321, -0.446], [-3.978, 3.101, -2.568], [0.311, 2.140, 0.337], [-5.014, -0.040, 1.364], [4.703, -1.233, 1.499], [-3.257, -1.318, 0.766], [-5.894, -0.179, 1.983], [0.332, 0.065, -1.447], [-4.037, 4.014, -3.152], [5.271, -2.382, -2.227], [-0.328, -1.647, 0.382], [1.236, -2.669, 1.559], [0.786, -2.089, -0.906], [-4.933, 2.576, -2.618], [-4.290, 3.390, -0.408], [-5.449, 0.286, -0.769], [-5.891, -1.328, -0.169], [2.484, -2.366, 0.535], [-2.813, 4.149, -1.041], [-4.670, 0.992, 1.434], [0.798, 2.416, -0.611], [1.850, 0.265, -0.594]], "nbo_charge": [-0.256, -0.272, -0.295, -0.260, -0.364, -0.326, -0.472, -0.474, -0.647, -0.618, -0.479, -0.519, -0.641, -0.346, -0.518, -0.458, -0.498, -0.591, 0.984, -0.098, 0.563, -0.101, -0.139, -0.246, 0.539, 0.638, 0.716, -0.101, 0.649, -0.101, 0.581, 0.997, 0.217, 0.267, 0.219, 0.507, 0.305, 0.465, 0.236, 0.188, 0.208, 0.201, 0.199, 0.449, 0.202, 0.192, 0.107, 0.194], "energy_ev": -55087.47685, "fmax_ev_per_a": 0.73, "charge": 1, "molar_mass_da": 488.266, "gap_ev": 9.40}